97
Properties=species:S:1:pos:R:3:forces:R:3 method="wB97M-V/def2-TZVPD" multiplicity=2 gap_ev="6.196 / 5.039" de_lowest_kcal_mol=29.34 homo_energy_ha="-0.4728 / -0.4725" charge=+2
N -3.2904 -1.9145 -2.5442 0.2 0.0 -0.2
H 1.4076 -6.7744 3.8147 0.0 0.0 0.0
C 2.7331 0.0678 2.9888 0.2 0.1 -0.1
C 0.2259 6.0936 1.9128 0.0 -0.1 0.0
H -5.1008 -5.6654 -0.0069 0.0 0.0 0.0
C 0.1995 2.7602 -0.9219 0.1 0.2 0.1
H 1.1672 1.8596 -2.4254 0.0 0.0 -0.1
H -2.4412 0.4028 2.9142 0.0 0.1 0.0
O 0.4098 0.7823 4.2199 0.0 -0.1 -0.1
C 3.8867 -0.4333 0.9521 0.0 0.1 0.0
H 4.7654 -0.6666 0.3662 0.0 0.0 0.0
Ir -0.1327 -0.4505 -0.2201 0.2 -1.5 -0.7
C 3.0405 3.4854 0.4155 0.1 0.0 0.0
H -0.9134 4.5958 2.9643 0.0 0.0 0.0
C 2.3442 3.5310 -2.0039 0.0 0.2 0.0
H 2.4710 2.5756 0.5642 0.1 0.0 0.0
H -0.8687 -3.2833 4.7549 0.0 0.0 0.0
H -0.7086 -4.7338 0.7152 0.0 -0.1 0.0
C 3.0303 4.1189 -0.8279 0.0 -0.1 0.0
H 0.6468 4.0257 2.3781 -0.1 0.0 0.1
C -4.0737 -1.8876 5.5675 -0.2 0.0 -0.2
H 2.7209 0.2406 4.0545 0.0 0.0 0.0
H -0.3994 1.1693 4.5934 -0.1 -0.1 0.0
N 1.5483 0.0286 0.9366 -0.5 0.0 0.2
H 5.1388 5.5693 2.0537 0.0 0.0 0.0
C 1.6655 -3.1812 -0.2018 -0.1 0.0 0.1
C 4.5263 5.8021 0.0131 0.0 0.0 0.0
N -2.4468 -2.9617 -2.5273 -0.1 0.1 0.0
C -3.4410 -2.9326 1.1465 0.9 -0.3 -0.7
N 0.5457 -2.5802 -0.5890 0.3 0.5 0.1
H -0.6174 6.7171 1.6134 0.0 0.0 0.0
O 3.5009 -0.5452 -1.8932 -0.2 0.1 -0.1
H 2.9041 -4.9324 -0.3772 0.0 0.0 0.0
H -4.1549 -1.9767 -3.0619 -0.1 0.0 0.1
H 4.8174 -0.4609 2.8861 0.0 0.0 0.0
C 3.9040 -0.3021 2.3285 -0.1 0.0 0.0
O 1.3015 -0.1890 -1.6151 -0.4 0.0 -0.7
N 1.2111 -5.0877 -1.5442 0.0 0.0 0.0
O -0.5746 1.2696 2.2624 0.2 0.3 -0.1
C -0.8964 -3.8614 2.6802 0.4 0.1 -0.4
H -4.0755 -0.8955 0.8221 0.0 0.0 0.0
C -0.9099 4.0461 0.9102 -0.1 0.0 0.0
H 0.8141 4.5098 -0.2123 0.0 0.0 0.0
H 2.3002 -2.6719 0.5071 0.0 0.0 0.0
H -1.6674 4.7285 0.5203 0.0 0.0 0.0
C -1.4582 -2.5206 -1.8038 -0.1 -0.2 -0.1
C 2.5395 -0.3672 -1.1994 0.2 0.0 0.1
H 3.8231 3.5088 2.4096 0.0 0.0 0.0
N -1.6405 -1.2454 -1.3613 0.2 0.1 -0.2
H 0.6012 -5.1196 5.4610 0.0 0.0 0.0
C -4.8693 -4.6225 0.1673 -0.1 -0.1 0.2
H 1.0011 6.1829 1.1448 0.0 0.0 0.0
C -4.0729 -0.5096 5.7374 0.0 0.1 0.1
H -3.3205 0.0537 -1.7152 0.0 0.0 0.0
H -4.5506 -2.5264 6.2992 0.0 0.0 0.0
C -2.8376 -1.6266 3.5105 0.9 0.5 -0.2
H 3.7724 5.7480 -2.0020 0.0 0.0 0.0
H -3.1556 -5.0605 1.3762 0.0 0.0 0.0
C -4.2838 -1.9438 0.6233 0.0 -0.3 -0.1
C -0.2499 -3.2336 -1.4404 -0.1 0.0 0.0
C -3.4813 0.3166 4.7908 -0.2 0.1 -0.1
C -3.4879 -2.4459 4.4405 0.3 0.3 0.0
H -3.5149 -3.5206 4.2986 0.1 0.0 0.0
C -5.6821 -3.6319 -0.3642 0.0 0.0 -0.1
H 0.6402 6.5106 2.8289 0.0 0.0 0.0
N 0.0869 3.8045 -0.1472 -0.2 0.0 0.1
O 2.6590 3.7141 -3.1392 0.0 -0.1 0.0
C 1.9918 -4.4401 -0.6887 -0.1 -0.1 -0.1
H 0.7484 -6.5770 1.4380 0.0 0.0 0.0
C 0.7695 -5.9608 3.4958 0.0 0.0 0.0
C 0.3126 -5.0344 4.4216 0.0 0.0 0.0
C 3.7978 4.0076 1.4492 0.0 0.0 0.0
C 1.5736 0.2531 2.2605 0.1 -0.2 0.1
C -0.2176 4.6483 2.1260 0.1 0.1 -0.1
C -0.5167 -3.9956 4.0176 0.1 0.0 0.0
H -6.0517 -1.5210 -0.5191 0.0 0.0 0.0
H -0.5573 -5.0028 -2.6219 0.0 0.0 0.0
O -0.9484 -1.3324 1.2771 0.1 1.1 0.1
H 5.1103 6.6987 -0.1421 0.0 0.0 0.0
N 1.2289 2.6246 -1.7637 0.0 -0.2 0.2
H -6.5571 -3.9055 -0.9401 0.0 0.0 0.0
S -1.0798 1.5385 -0.9860 0.6 -0.1 0.7
H -4.5591 -0.0755 6.6014 0.1 0.0 0.0
Si -1.8789 -2.4094 2.0764 -2.4 -0.5 1.0
C -3.7674 -4.2785 0.9429 -0.1 0.3 -0.4
C 0.0888 -4.4900 -1.9202 0.1 -0.1 0.1
H -1.3836 3.1014 1.1551 0.0 0.0 0.0
C -2.8208 -0.8906 -1.8482 0.0 0.0 0.0
C 3.7805 5.2756 -1.0285 0.0 0.1 0.0
C -0.4184 -4.8048 1.7596 0.0 0.0 0.2
C 0.4016 -5.8484 2.1608 0.0 0.0 0.0
C 0.3326 0.8025 2.8940 -0.1 0.1 0.3
C 2.6777 -0.2723 0.2962 0.1 0.2 0.1
C -5.3929 -2.2922 -0.1350 -0.1 0.1 0.2
C -2.8896 -0.2337 3.6610 0.0 -0.5 0.5
C 4.5399 5.1663 1.2479 0.0 0.0 0.0
H -3.4982 1.3921 4.9280 -0.1 0.0 0.0

***

102
Properties=species:S:1:pos:R:3:forces:R:3 method="wB97M-V/def2-TZVPD" multiplicity=1 gap_ev=7.684 de_lowest_kcal_mol=8.39 homo_energy_ha=-0.2793
O 1.3053 -3.0838 1.9883 0.0 0.1 0.0
S 2.4693 -2.7044 2.7937 -0.1 0.0 -0.1
C 1.7280 -4.0745 -1.2420 0.0 0.0 0.0
C -4.2228 4.0591 1.7078 0.0 0.0 0.0
H -3.0391 1.2173 -2.3340 0.0 0.0 0.0
H -2.4776 -3.6990 -2.9565 0.0 0.0 0.0
C 3.1410 1.2322 -5.9797 0.0 0.0 0.0
C 3.3407 -0.4063 -1.8467 0.0 0.0 0.0
H -1.0334 0.4740 -6.0409 0.0 0.0 0.0
H 1.5148 2.7260 -3.4128 0.0 0.0 0.0
H -1.8905 3.0238 -1.2616 0.0 0.0 0.0
H -0.1075 -2.8645 -4.6853 0.1 0.0 0.0
H 2.1160 -2.1044 -3.9642 0.0 0.0 0.0
O 2.7030 -3.4050 4.0063 0.1 -0.1 0.1
N -0.3281 -1.0306 -2.6824 -0.1 0.0 0.0
C -1.0753 -3.3442 -4.5477 0.0 0.0 0.0
H 5.2952 0.4259 -2.0911 0.0 0.0 0.0
S -0.9141 -5.0755 -5.0388 0.0 0.0 0.0
H -0.8003 -3.8142 -2.4713 0.0 0.0 0.0
C 0.6783 5.1059 -0.5478 0.0 0.0 0.0
C -1.8898 0.8108 -4.0957 0.0 0.0 0.0
C -5.4143 4.6850 1.3856 0.0 0.0 0.0
C 2.3846 -5.2119 -1.6932 0.0 0.0 0.0
C 2.1170 1.3392 3.4274 0.0 0.0 0.0
C 3.9709 1.7913 -1.0981 0.0 0.0 0.0
C 1.2959 -0.1146 -5.2306 0.0 0.0 0.0
H -6.5533 2.5119 -0.9462 0.0 0.0 0.0
C 0.7398 4.9195 0.8252 0.0 0.0 0.0
H 2.6187 -0.6724 -6.8231 0.0 0.0 0.0
C -0.2698 4.4195 -1.2982 0.0 0.0 0.0
H -5.6944 5.6010 1.8898 0.0 0.0 0.0
Se -1.9259 2.0310 3.5835 0.0 0.0 0.0
C -0.1632 -4.8175 -6.6555 0.0 0.0 0.0
C -1.0759 3.3425 0.7007 0.0 0.0 0.1
C 2.6899 1.9936 -0.6076 0.0 0.0 0.0
C 1.7479 1.9918 -4.1776 0.0 0.0 0.0
H -3.5765 4.4740 2.4725 0.0 0.0 0.0
F 1.3919 1.4165 2.2846 0.1 0.0 0.0
C 0.9684 0.8413 -4.2712 0.0 0.0 0.0
S 1.8704 -0.3562 4.1092 -0.1 0.0 0.1
C -4.6959 2.3272 0.1078 0.0 0.0 0.0
H 4.7191 2.5672 -0.9951 0.0 0.0 0.0
F 5.0299 -2.6463 2.2944 0.0 0.0 -0.1
H 0.7023 -1.0186 -5.3082 0.0 0.0 0.0
F 3.9479 -4.2852 1.3755 0.0 0.0 0.0
H 3.4340 -6.1251 -3.3226 0.0 0.0 0.0
C -1.1459 3.5486 -0.6745 -0.1 0.0 -0.1
C -3.0710 1.1137 -3.4133 0.0 0.0 0.0
H 3.6158 -1.3396 -2.3163 0.0 0.0 0.0
C 1.7347 0.9958 -0.7366 0.0 0.0 0.0
P -0.3885 0.7082 -3.0488 0.0 -0.1 -0.1
C 4.2942 0.5903 -1.7128 0.0 0.0 0.0
H 2.4243 2.9271 -0.1285 0.0 0.0 0.0
C 2.8324 -4.1176 -3.7855 0.0 0.0 0.0
H 1.4636 5.4680 1.4159 0.0 0.0 0.0
C -3.8538 2.8786 1.0642 0.0 0.1 0.0
O 0.4299 -0.5534 4.0544 0.0 0.0 -0.1
C -1.4925 -3.2424 -3.0913 0.0 0.0 0.0
C 2.8249 2.1915 -5.0300 0.0 0.0 0.0
C -1.6006 -1.7954 -2.6176 0.1 0.0 0.0
H -0.3300 4.5670 -2.3695 0.0 0.0 0.0
H 0.0091 -5.7946 -7.1029 0.0 0.0 0.0
H -2.0033 -1.7795 -1.5986 0.0 0.0 0.0
P -2.2320 2.1696 1.5028 0.0 0.0 -0.1
C 1.6237 -2.9512 -2.0561 0.0 0.0 0.0
H -3.1582 0.7248 -7.2415 0.0 0.0 0.0
C 2.0441 -0.2130 -1.3702 0.0 0.0 0.0
H 3.2652 -4.1332 -4.7785 0.0 0.0 0.0
C -5.8946 2.9533 -0.2084 0.0 0.0 0.0
H -2.3308 -1.2941 -3.2482 0.0 0.0 0.0
Ca 0.2105 -0.9456 1.5967 -0.3 0.2 0.0
H 2.4569 -6.0816 -1.0527 0.0 0.0 0.0
H 0.7199 1.1873 -0.3929 0.0 0.0 0.0
C -6.2522 4.1331 0.4244 0.0 0.0 0.0
N 2.4946 -1.1223 2.8607 0.3 0.0 -0.1
C -4.3045 1.1089 -5.4711 0.0 0.0 0.0
C -1.9359 0.6774 -5.4818 0.0 0.0 0.0
H -5.1761 1.4862 -3.5436 0.0 0.0 0.0
C 2.1832 -2.9816 -3.3332 -0.1 0.0 0.0
O 2.5503 -0.4413 5.3500 0.0 0.0 0.0
H -0.8225 -4.2446 -7.3072 0.0 0.0 0.0
Se -2.0397 0.3106 0.3492 0.1 -0.2 0.0
F 1.6771 2.2413 4.2770 0.0 0.0 0.0
C -3.1369 0.8258 -6.1638 0.0 0.0 0.0
H 0.7927 -4.3015 -6.5548 0.0 0.0 0.0
C -4.2707 1.2543 -4.0907 0.0 0.0 0.0
H -1.8037 -2.8403 -5.1901 0.0 0.0 0.0
F 3.3854 1.5744 3.1357 0.0 0.0 0.0
H 3.9861 1.3789 -6.6405 0.0 0.0 0.0
H -7.1873 4.6193 0.1771 0.0 0.0 0.0
P 0.7399 -1.4982 -1.4046 0.0 0.0 0.1
C -0.1344 4.0376 1.4494 0.0 0.0 0.0
H 1.3603 5.7924 -1.0343 0.0 0.0 0.0
H -4.4238 1.3974 -0.3752 0.0 0.0 0.0
H -5.2379 1.2246 -6.0071 0.0 0.0 0.0
H -0.1131 3.8986 2.5238 0.0 0.0 0.0
H 3.4249 3.0886 -4.9429 0.0 0.0 0.0
C 2.3741 0.0770 -6.0801 0.0 0.0 0.0
C 3.9100 -2.9925 1.6785 0.0 0.0 0.1
H 1.2850 -4.0663 -0.2539 0.0 0.0 0.0
F 3.7714 -2.2803 0.5636 0.1 0.0 0.1
C 2.9324 -5.2350 -2.9652 0.0 0.0 0.0

***

92
Properties=species:S:1:pos:R:3:forces:R:3 method="wB97M-V/def2-TZVPD" multiplicity=3 gap_ev="4.713 / 6.217" homo_energy_ha="-0.0922 / -0.1499" charge=-1
H 0.8986 -3.6280 -2.3767 0.1 0.0 0.0
C 0.0115 -6.0924 0.5949 0.0 0.1 -0.1
H 0.9955 -5.6596 -1.2494 0.0 0.0 0.0
H -2.8563 -0.1563 -2.9113 0.2 0.1 -0.1
H -2.6188 0.9982 0.9601 0.0 0.0 0.0
H -1.6667 -3.8664 2.5062 0.0 0.0 0.0
H -4.4718 -5.7759 -5.9660 0.0 0.0 0.0
H -1.0352 -6.2890 2.4617 0.0 0.0 0.0
H -3.1909 0.6824 2.6028 0.0 0.0 0.0
H -0.9226 2.9725 1.1086 0.0 -0.1 0.0
C -0.7382 -5.6213 1.6639 0.0 0.0 0.1
C 0.4475 -3.0993 -1.5445 -0.1 0.1 0.0
H 0.0743 3.5700 2.4203 0.0 0.0 0.0
C 1.1456 4.1316 -0.2720 0.1 0.0 0.0
C 0.4727 0.4946 -5.1707 -0.1 0.0 0.0
H -3.8459 -2.4864 -0.1221 0.0 0.1 0.0
H 1.3535 5.8020 -1.6097 0.0 0.0 0.0
H 2.4122 3.0510 2.4176 0.0 0.0 0.0
H -0.1106 -3.3126 5.9998 0.0 0.0 0.0
H -3.1736 -4.0931 -0.2195 0.0 0.0 0.0
H -3.0581 -1.4307 -6.1703 0.0 0.0 0.0
H 0.6127 4.7054 0.4783 0.0 0.0 0.0
C -0.5771 2.3549 -3.9025 0.0 0.1 -0.1
H 2.9580 1.5618 1.5752 0.0 0.0 -0.1
C 0.3355 -1.0959 -2.8084 0.0 -0.3 -0.2
H 1.4547 -3.0093 4.1275 0.0 0.0 0.0
C 0.7875 -1.6219 -4.0272 0.0 0.1 0.0
C -4.1664 -4.6139 -4.1793 0.0 0.0 -0.1
C -0.7041 -3.4071 0.6687 -0.1 0.0 0.0
C -4.2089 -4.5363 -2.7979 0.0 0.1 0.1
C -2.5088 0.3324 1.8187 0.0 0.1 -0.1
N 0.2060 -1.7804 -1.6435 -0.2 0.0 0.1
C -3.9624 -3.4438 -0.6083 0.1 -0.1 0.1
Ti -0.1384 -0.6103 0.0682 1.4 0.3 1.1
C 2.5325 2.6707 -2.1547 0.1 0.0 -0.1
C -4.5244 -5.8936 -4.8834 0.0 0.0 0.0
C -2.9790 -1.0044 -2.2224 -0.4 -0.2 -0.5
C 2.2728 4.0146 -2.3782 0.0 0.0 0.0
C 1.4039 2.7851 -0.0427 0.0 0.1 -0.2
H -2.6170 -0.2640 4.3590 0.0 0.0 0.0
H -1.6555 2.1061 3.2492 0.0 0.0 0.1
H -3.8439 -6.6979 -4.5971 0.0 0.0 0.0
N 0.9876 2.1377 1.1555 0.1 -0.2 0.1
H -3.7390 -0.2928 -5.0084 0.0 0.0 0.0
C 2.1249 2.0424 2.0797 0.0 -0.1 -0.1
H -4.9200 -3.8936 -0.3334 0.0 0.0 0.0
H -2.0495 -0.7735 -4.9000 0.3 0.1 0.1
C 0.4116 -5.2631 -0.4273 0.0 0.0 0.0
C -1.0913 -4.2797 1.6857 0.1 0.0 0.0
C -0.8332 -0.6975 3.2508 -0.1 0.0 0.0
C -0.0685 0.2801 -2.7899 0.1 0.1 -0.3
N -1.1008 0.3348 2.2485 -0.1 -0.2 -0.2
H -2.7846 -0.6693 1.5044 0.0 0.0 0.0
H -1.4273 2.3394 -0.6499 0.0 0.1 0.0
C 0.3421 -1.4618 3.1688 -0.1 -0.1 0.0
C -3.7863 -3.4871 -4.8984 0.0 0.0 0.0
C -1.4788 -1.8039 5.3052 0.0 0.0 0.0
C -1.0450 2.0008 -1.6010 0.1 0.1 -0.1
H 3.0490 2.0862 -2.9077 0.0 0.0 0.0
H -2.1863 -1.9307 6.1160 0.0 0.0 0.0
C -3.4464 -2.2568 -2.8538 0.0 0.0 0.0
C 0.0709 -3.8942 -0.4250 0.0 -0.1 0.0
O -1.1087 -2.1500 0.7124 0.0 0.4 -0.3
Br 0.4938 -7.9364 0.5420 0.0 -0.1 0.0
C -3.4355 -2.3054 -4.2638 -0.1 -0.2 0.1
S 2.3602 0.2926 -0.7951 -0.2 0.1 0.1
H -0.5610 2.9774 -4.7912 0.0 0.0 0.0
H -0.0624 1.5033 3.6417 0.1 0.0 0.0
C -3.8590 -3.3804 -2.1065 0.0 0.0 -0.2
N -0.5054 0.8008 -1.6157 -0.5 -0.4 0.0
H -1.5227 3.8171 -2.6491 0.0 0.0 0.0
C 2.1082 2.0108 -0.9965 -0.1 0.0 0.0
C -1.7190 -0.8701 4.3071 0.0 0.0 0.0
H -4.5161 -5.4059 -2.2236 0.0 0.0 0.0
C -3.0475 -1.1323 -5.1221 -0.1 0.1 -0.1
C -1.1055 2.8232 -2.7327 0.0 0.0 0.2
S 1.4994 -1.2891 1.8752 -0.2 0.2 -0.2
O -2.7545 -0.8468 -1.0511 0.0 0.2 0.7
H 2.6066 4.4759 -3.3017 0.0 0.0 0.0
H -5.5351 -6.2157 -4.6250 0.0 0.0 0.0
C 1.5680 4.7532 -1.4415 0.0 0.1 0.0
H 1.1091 -2.6512 -4.0863 0.0 0.0 0.0
C -0.0471 1.0518 -3.9751 0.0 0.0 0.0
H 1.2677 -1.2560 -6.0794 0.0 0.0 0.0
C -0.1668 2.6647 1.8333 -0.1 0.1 0.1
C -0.3208 -2.5676 5.2400 0.0 0.0 0.0
H 0.5212 1.1041 -6.0654 0.0 0.0 0.0
C 0.5639 -2.3950 4.1917 0.1 0.0 0.0
C -0.7500 1.6596 2.8152 -0.1 0.0 0.0
H -3.7552 -3.5305 -5.9819 0.0 0.0 0.0
H 1.8759 1.4188 2.9323 0.0 0.0 0.0
C 0.8804 -0.8169 -5.1660 0.0 -0.1 0.0

***

97
Properties=species:S:1:pos:R:3:forces:R:3 method="wB97M-V/def2-TZVPD" multiplicity=4 gap_ev="6.176 / 5.697" de_lowest_kcal_mol=27.40 homo_energy_ha="-0.2706 / -0.2702"
S -2.1804 -2.7286 0.7322 -0.5 -0.2 0.5
F 0.4670 3.3833 3.3805 0.1 0.2 0.0
F -0.6901 5.7961 3.7180 0.0 0.1 0.0
C -2.8736 -3.1908 5.2271 0.1 0.0 0.0
C 4.4549 -4.2444 -2.3021 0.0 0.1 0.0
H 2.9008 -1.4956 4.5428 0.0 0.0 0.0
C -1.4431 4.7177 3.5108 0.0 0.0 0.0
O -1.6302 -1.3643 0.4058 0.2 0.4 0.1
H 2.5170 -2.7537 2.4670 -0.1 0.0 0.0
C -1.8980 -3.9792 3.1752 0.1 0.0 -0.2
H 1.1264 -2.9645 -4.8682 0.0 0.0 0.0
H 4.9797 -3.7649 -3.1316 0.0 -0.1 0.0
H 1.1837 -3.0650 3.6041 -0.1 0.0 -0.1
H -6.7785 -4.3865 0.5889 0.0 0.0 0.0
C -0.7404 0.0166 -2.5807 0.0 -0.1 0.0
C 3.9505 -3.1975 -1.3441 0.1 0.0 0.1
C -6.1243 -3.5394 0.4327 0.0 0.0 0.0
H 2.6795 -0.5269 1.0792 0.0 0.0 0.0
Se -0.8298 0.6148 2.9334 0.0 -0.3 0.2
C 2.2260 -1.5262 -0.7815 0.5 -0.3 0.1
C -0.2148 -2.3669 -2.5445 0.1 0.0 -0.1
C 0.2940 -2.2647 -4.9992 0.0 0.1 0.1
N -0.4966 4.6518 -2.7013 -0.1 0.0 0.1
H 5.6434 -3.3449 -0.0261 0.0 0.0 0.0
H -1.7111 -4.9858 5.0553 0.0 0.0 0.0
C -6.6600 -2.2924 0.1317 0.0 0.1 -0.1
H -3.9763 -1.3476 5.0901 0.0 0.0 0.0
C 5.0125 -1.4840 1.8551 -0.1 0.0 -0.1
Tc 0.1051 0.1239 0.6398 0.2 0.4 -0.8
H -3.6344 -1.1065 2.6771 0.1 0.1 -0.1
O 0.7183 -1.8369 2.0127 -0.5 0.2 -0.3
H -3.7797 -0.5205 -0.1371 0.0 0.0 0.0
H 5.1590 -4.9144 -1.8104 0.0 0.0 0.0
H 1.5570 -0.6370 -5.6411 0.0 0.0 0.0
H -2.7159 -1.7427 -3.3746 0.0 0.0 0.0
C -2.1209 -4.1290 4.5364 0.0 -0.1 0.1
F -3.3927 6.0228 3.6749 0.0 0.1 0.0
H -1.0196 -2.4458 -1.8071 0.0 0.0 0.0
C 3.0056 -1.2651 0.3695 -0.1 0.1 -0.3
S -1.1017 2.0182 -0.1372 0.2 -0.6 0.5
N 1.0448 -0.8205 -1.0273 -0.5 0.3 0.7
H 2.3608 -1.1449 -3.4253 0.0 0.0 0.0
H 2.5430 -0.3541 3.2354 0.0 0.0 0.1
H 4.6752 -2.0379 2.7351 0.1 0.0 0.0
H -0.8243 0.0194 -6.0413 0.0 0.0 0.0
C -0.2102 3.9182 -1.8618 -0.1 0.2 -0.4
C -2.4380 -2.8837 2.5197 0.2 0.1 -0.3
H 4.9092 -0.4190 2.0640 0.0 0.0 0.0
C -2.9997 2.4896 3.0858 0.3 -0.1 0.0
H -2.4041 -1.6643 -5.1154 0.0 0.0 0.0
C 4.6967 -2.8561 -0.2255 -0.1 0.0 0.0
C 0.7983 -0.8227 -4.8752 0.0 0.0 -0.1
C -5.8262 -1.2082 -0.0962 0.0 -0.1 0.0
H 2.2564 -2.8612 -2.5074 0.0 0.1 0.0
C -4.4509 -1.3562 0.0184 0.1 0.1 -0.1
H -0.3604 1.0325 -2.5019 0.0 0.1 0.1
H -6.2390 -0.2398 -0.3440 0.0 0.0 0.0
H -7.7328 -2.1668 0.0706 0.0 0.0 0.0
H -1.4991 -0.1471 -1.8136 0.0 0.1 0.0
C -3.3995 -2.0930 4.5595 0.0 0.1 -0.1
H 1.6753 0.4618 -3.3799 0.0 0.0 0.1
S 1.8605 1.7317 0.8062 -0.3 -0.3 0.2
C 1.4455 2.8353 -0.4595 -0.5 -0.2 0.1
C -4.7542 -3.6979 0.5491 0.1 -0.1 0.0
H 3.6387 -4.8367 -2.7158 0.0 0.0 0.0
C -2.8224 4.8396 3.4837 0.1 -0.2 0.0
C 0.1570 2.9864 -0.8574 0.4 -0.3 0.2
C 4.2197 -1.8755 0.6342 0.1 -0.1 0.0
H -3.0610 -3.3197 6.2848 0.0 0.0 0.0
C -0.8585 3.4773 3.3277 -0.2 -0.3 -0.1
C 2.1297 -1.1507 3.8547 -0.2 0.0 -0.1
H -4.3248 -4.6614 0.7969 0.0 0.0 0.0
C -0.3680 0.1470 -5.0552 0.0 -0.1 0.0
C 2.5176 3.5871 -1.0123 0.3 0.2 -0.2
H -1.3306 -4.7238 2.6276 0.0 0.0 0.0
F -3.7811 1.4184 2.8828 -0.1 0.1 0.0
N 3.4274 4.1341 -1.4549 -0.1 0.0 0.0
C -1.9459 -1.5495 -4.1288 0.1 0.0 0.0
H -0.1159 -2.4273 -6.0004 0.0 0.0 0.0
H -2.2114 0.5904 -4.0301 0.0 0.0 0.0
C -3.9384 -2.5928 0.3609 0.2 0.1 -0.1
H 6.0692 -1.7050 1.7104 0.0 0.0 0.0
H 0.5085 -2.5717 1.4239 0.2 0.0 -0.1
F -4.9348 3.8277 3.2482 0.0 0.0 0.0
C 2.7557 -2.5460 -1.6095 -0.1 0.0 0.0
C 1.4268 -0.5981 -3.4963 -0.1 -0.1 0.0
C 1.6698 -2.3024 2.9893 0.3 0.0 0.3
C 0.4242 -0.9647 -2.3747 -0.1 -0.2 0.0
C -0.7915 -2.5331 -3.9518 -0.1 -0.2 0.0
H 0.4781 -3.1769 -2.3356 0.0 0.0 0.0
C -3.6055 3.7172 3.2733 0.0 0.0 0.0
C -1.3952 -0.1349 -3.9606 -0.1 0.1 0.0
H -0.0104 1.1778 -4.9820 0.0 0.0 0.0
C -1.6194 2.3358 3.1048 0.0 0.3 -0.1
C -3.1913 -1.9407 3.1992 -0.1 0.1 0.1
H 1.3006 -0.7433 4.4304 0.0 0.0 0.0
H -1.1579 -3.5584 -4.0670 0.0 0.0 0.0